Below is a 3-piece molecular cluster, C29H48F2N4O12P2 overall at a distorted geometry, with properties calculated with ωB97M-V/def2-TZVPD.

Its HOMO energy is -8.701 eV. The total charge is 0. As for the SMILES: CC(=O)OCCCCCN1C(=O)c2c(CCCN)c(P(C)O)c(P(N)O)c(N(C(=O)F)C(=O)F)c2C1=O.COCCOC.COCCOC. For the energy, the calculation gives -3137.3782 Eh.

Structure (XYZ):
```
97
Properties=species:S:1:pos:R:3:forces:R:3:mulliken_charge:R:1
C 5.47668 0.92396 -0.45806 0.66 0.27 0.32 -0.821
C 4.45116 1.44761 -1.63210 -3.50 -4.72 -3.21 0.638
O 3.74175 0.49226 -2.27825 4.50 6.40 3.87 -0.528
O 4.26458 2.84010 -2.07025 0.59 -2.72 2.97 -0.323
C 4.16755 3.77601 -0.93940 -0.53 2.29 0.54 -0.581
C 2.64748 3.82659 -0.24994 0.09 0.15 -0.28 -0.171
C 2.65515 3.47356 1.35130 0.42 0.40 0.94 -0.115
C 1.63280 4.41768 2.25435 0.54 0.56 -0.84 -1.037
C 0.04963 4.03592 2.06133 0.41 1.25 -0.58 -0.098
N -0.53856 3.24493 3.21159 -0.99 -0.56 1.20 -0.099
C -2.07984 3.28566 3.14827 -2.67 1.93 1.54 0.014
O -2.90550 4.07368 3.85752 5.67 -5.24 -5.03 -0.552
C -2.36445 2.11981 2.03138 0.23 -2.87 -1.74 -0.433
C -3.57395 1.88686 0.94918 2.96 -1.98 0.56 0.310
C -4.80843 2.96396 0.88765 0.58 0.15 0.42 -0.670
C -4.92183 3.81538 -0.50846 -0.20 0.40 -0.44 -0.354
C -3.75583 4.97123 -0.69971 -0.80 -0.17 -0.89 -0.299
N -4.19600 6.23678 0.03533 -0.74 -1.67 -0.26 -0.666
C -3.42990 0.55272 -0.04909 3.72 0.08 2.56 -0.047
P -4.80913 0.28844 -1.37087 -0.42 1.29 -0.05 0.424
C -5.29813 -1.54966 -1.54360 0.86 -1.18 -1.14 -0.663
O -4.08940 0.84716 -2.89578 0.81 0.28 2.59 -0.544
C -2.12422 -0.47288 0.08440 1.70 2.84 3.29 -0.364
P -1.86694 -2.02502 -1.04766 -0.84 -0.86 -1.04 0.751
N -0.18104 -1.94992 -1.66589 -0.66 1.05 0.37 -0.466
O -2.00463 -3.42656 0.00808 0.09 3.52 1.01 -0.642
C -0.90254 -0.21532 1.19729 -4.31 3.63 0.54 -0.066
N 0.31563 -1.10270 1.32364 2.40 3.13 1.17 0.642
C 0.53858 -1.60728 2.73051 -5.77 -3.27 5.00 0.551
O -0.53131 -2.17610 3.34738 7.91 4.11 -4.55 -0.481
F 1.78093 -1.49991 3.52868 -3.90 -0.06 -3.79 -0.177
C 1.53552 -0.43875 0.72796 6.86 -1.43 -0.77 0.462
O 2.79651 -0.87241 0.78897 -9.56 3.15 -0.20 -0.466
F 1.27869 0.81901 -0.06809 0.16 -4.06 2.55 -0.169
C -1.07049 1.11225 2.14400 -2.28 -0.78 -1.66 0.378
C -0.13065 1.77463 3.31132 2.39 -1.50 2.06 -0.105
O 0.73484 1.25686 4.18577 -5.66 3.33 -6.11 -0.535
H 4.92794 0.80607 0.59166 1.00 0.54 -2.42 0.166
H 5.89732 -0.16117 -0.70390 -1.31 2.47 0.09 0.316
H 6.43292 1.62461 -0.34422 -2.27 -1.32 -0.21 0.337
H 4.99887 3.65360 -0.12346 -1.54 -0.18 -1.60 0.272
H 4.32326 4.86641 -1.39870 -0.14 -2.60 0.75 0.263
H 1.97465 3.13371 -0.91094 1.20 1.16 1.46 0.062
H 2.21622 4.92829 -0.38417 1.02 -2.32 0.31 0.411
H 2.44260 2.35413 1.61719 0.42 1.99 -0.79 -0.186
H 3.74899 3.70388 1.77025 -2.31 -0.49 -0.93 0.444
H 1.99237 4.45718 3.38236 -1.07 -0.31 -2.36 0.289
H 1.76228 5.52075 1.81762 -0.32 -2.31 1.03 0.378
H -0.10841 3.48817 1.03161 0.32 0.90 1.84 0.242
H -0.55515 5.05891 2.01626 1.16 -2.30 0.20 0.299
H -5.81542 2.41238 1.15803 2.11 1.04 -0.74 0.359
H -4.60516 3.76530 1.74868 -0.37 -1.91 -1.72 0.244
H -4.97158 3.17154 -1.48443 0.05 0.82 2.07 0.119
H -5.95640 4.40890 -0.45887 2.20 -1.36 -0.11 0.378
H -3.70082 5.25576 -1.85395 -0.09 -0.70 2.46 0.277
H -2.68503 4.60961 -0.39398 -2.08 0.70 -0.29 0.049
H -4.42355 5.91358 1.00925 0.26 0.66 -1.09 0.296
H -5.13862 6.46066 -0.39962 1.52 -0.19 0.82 0.299
H -5.01408 -2.17109 -0.58001 -0.54 1.29 -2.08 0.269
H -4.75351 -1.98694 -2.51136 -1.06 0.69 2.30 0.070
H -6.44757 -1.61522 -1.75312 2.18 0.41 0.61 0.397
H -3.54835 1.67254 -2.63259 -1.22 -1.86 -0.65 0.347
H -0.09395 -2.55732 -2.50994 -0.44 0.58 0.87 0.278
H 0.06296 -0.97097 -1.98616 -0.40 -1.38 0.63 0.191
H -2.32521 -3.02415 0.88767 0.86 -1.19 -1.51 0.361
C 3.89251 -5.05948 2.99984 -0.10 -0.15 0.02 -0.721
O 4.09904 -5.88993 4.13970 0.39 0.42 0.01 -0.409
C 5.39182 -5.70536 4.72388 -0.50 -0.07 0.35 -0.446
C 5.35036 -4.72165 5.90071 0.23 0.26 -0.49 -0.451
O 4.96435 -3.40952 5.48274 -0.22 -0.56 0.06 -0.389
C 3.57194 -3.16822 5.66287 0.09 0.36 0.02 -0.537
H 2.81552 -4.97368 2.83144 0.12 -0.11 0.05 0.212
H 4.30265 -4.05395 3.13103 0.00 -0.11 0.07 0.329
H 4.35212 -5.52491 2.12332 0.00 0.07 -0.09 0.362
H 6.11556 -5.38576 3.96504 -0.07 0.10 0.08 0.298
H 5.71440 -6.68238 5.09964 -0.01 0.05 -0.01 0.377
H 6.35983 -4.63933 6.31865 -0.05 -0.02 -0.03 0.379
H 4.68919 -5.08209 6.69821 -0.02 -0.04 -0.16 0.305
H 3.38171 -2.87868 6.70118 -0.08 -0.01 0.01 0.346
H 2.95405 -4.03247 5.41662 0.10 -0.08 -0.04 0.320
H 3.28380 -2.34062 5.00832 0.18 -0.15 0.19 0.056
C -0.32766 -2.13676 -5.90838 0.11 -0.11 0.10 -0.830
O -1.23884 -2.74027 -4.99344 -0.17 0.28 -0.23 -0.404
C -2.46766 -2.01551 -4.88707 -0.17 -0.54 -0.03 0.735
C -3.55632 -2.60297 -5.79485 0.27 0.50 -0.19 -0.695
O -3.20734 -2.49958 -7.17794 0.19 -0.33 0.43 -0.396
C -2.61115 -3.69215 -7.67975 -0.16 0.13 -0.26 -0.714
H 0.39953 -2.89386 -6.21436 -0.09 0.07 0.13 0.273
H -0.82304 -1.75176 -6.80442 -0.05 -0.06 0.14 0.379
H 0.20061 -1.31959 -5.40906 0.06 0.08 -0.08 0.329
H -2.30711 -0.95170 -5.09758 -0.06 -0.09 -0.08 0.288
H -2.79969 -2.10167 -3.84681 0.03 0.04 -0.06 -0.540
H -4.47503 -2.02295 -5.65336 0.06 -0.01 0.01 0.370
H -3.77693 -3.64423 -5.52992 0.14 0.06 0.02 0.376
H -3.39418 -4.40953 -7.94495 0.05 -0.07 -0.01 0.326
H -1.92808 -4.15900 -6.96925 -0.02 0.09 0.10 0.294
H -2.04825 -3.43612 -8.58195 -0.14 0.03 0.10 0.253
```
Positions in Å, forces in eV/Å.

***

Below is a 6-piece molecular cluster, C29H48F3N6O25S5 overall at a distorted geometry, with properties calculated with ωB97M-V/def2-TZVPD.

Its HOMO energy is -12.144 eV. The total charge is +1. For the energy, the calculation gives -5633.1812 Eh.

Structure (XYZ):
```
116
Properties=species:S:1:pos:R:3:forces:R:3:mulliken_charge:R:1
C 0.24920 -3.11392 -1.38411 -0.49 0.07 -0.05 -0.482
C 1.72954 -3.74743 -1.71688 -1.02 0.44 1.57 -0.094
C 2.56395 -3.88996 -0.31777 -0.25 -3.44 -0.94 0.153
O 2.88644 -5.05704 0.06214 -0.77 5.43 -0.69 -0.646
O 2.81028 -2.66175 0.38209 1.32 -2.44 -1.22 0.086
C 4.14230 -2.59554 0.95581 0.99 1.25 1.93 -0.427
C 3.98558 -1.70604 2.33350 0.13 -1.48 0.41 -0.789
N 2.62367 -1.02927 2.40356 1.50 0.03 0.06 0.176
C 1.55960 -1.72259 3.19093 -2.21 1.26 0.78 -0.911
C 0.33218 -2.30582 2.32241 0.71 -3.70 0.27 0.076
N 0.12982 -3.63321 2.35406 0.41 4.47 -0.14 -0.567
C 2.52798 0.15781 1.78188 0.24 2.50 -1.69 0.551
N 3.65281 0.79963 1.05038 -3.92 1.86 0.42 -0.373
C 3.15641 2.07715 0.53332 -2.90 -4.59 2.87 0.019
C 3.98308 3.19650 -0.31284 -0.04 -0.62 1.47 0.159
C 5.16512 2.57063 -1.21408 0.17 -0.06 -0.09 -0.860
C 4.89226 2.58456 -2.79781 1.43 -0.04 -1.40 0.848
F 6.17195 2.88569 -3.42996 -3.43 -0.82 1.36 -0.284
F 3.98441 3.59409 -3.24975 2.12 -2.95 1.18 -0.254
F 4.50761 1.28200 -3.31776 0.62 3.74 1.35 -0.239
N 1.75781 2.09434 0.96027 2.79 3.89 -2.35 0.731
C 0.82625 3.24033 0.59560 -1.77 -0.87 -0.65 -0.938
C -0.32648 2.68317 -0.43383 0.04 -0.19 -0.02 0.264
C -0.40028 3.50079 -1.82670 -0.87 -0.84 -0.70 -0.519
C -1.97912 3.70761 -2.22711 0.12 -0.67 -0.10 -0.447
O -2.37606 5.11564 -2.08890 -0.18 -0.66 2.70 -0.423
C -2.74286 5.32636 -0.69042 -3.32 -0.30 0.89 0.643
C -1.59172 5.89127 0.31623 0.09 0.00 -1.30 -0.559
O -3.93016 5.09106 -0.30323 5.55 1.00 -1.75 -0.511
N 1.33689 1.00637 1.71362 5.18 -1.50 -0.98 0.478
N 0.04443 0.87003 2.18097 -0.44 1.73 4.24 -0.888
C -0.10865 1.55609 3.33698 -1.85 6.10 0.59 0.711
O -0.41287 2.51043 4.09962 2.13 -7.51 -4.87 -0.396
H 0.17309 -1.99706 -1.65679 0.32 -1.81 0.59 -0.180
H -0.57457 -3.65158 -2.00330 1.58 0.83 0.98 0.339
H -0.04916 -3.25618 -0.27333 0.63 0.15 -1.88 0.165
H 1.53028 -4.81759 -2.07840 0.81 1.70 0.44 0.303
H 2.26788 -3.07347 -2.47531 -0.69 -1.22 1.22 0.171
H 4.91282 -2.02006 0.31510 -1.60 -1.11 0.48 0.234
H 4.58277 -3.60088 1.28977 -0.95 1.33 -0.88 0.359
H 4.00701 -2.45228 3.22293 -0.14 1.41 -1.49 0.378
H 4.85854 -0.97966 2.49481 -1.58 -0.88 -0.48 0.397
H 1.95912 -2.54796 3.90199 -0.30 1.48 -1.68 0.576
H 1.10019 -0.91627 3.90150 0.81 -1.45 -1.10 0.199
H -0.33481 -1.62832 1.64899 1.32 -1.25 1.39 0.403
H 0.82579 -4.08697 2.97242 -0.35 0.36 -0.36 0.248
H 4.50582 3.84700 0.50080 -1.13 -1.30 -1.46 -0.001
H 3.26939 3.90411 -0.86571 1.15 -1.32 0.71 0.182
H 5.45287 1.48967 -0.90003 -0.78 1.85 -0.63 0.355
H 6.12342 3.20381 -1.02983 -1.85 -0.99 -0.60 0.355
H 1.36577 4.08912 0.04263 -0.33 -1.53 1.31 0.232
H 0.31288 3.62667 1.54809 1.04 -0.43 -1.40 0.014
H -1.34531 2.70577 0.11289 1.62 0.05 -0.93 0.080
H -0.14930 1.56678 -0.71384 -0.13 1.91 0.73 0.127
H 0.04143 2.85992 -2.69603 -0.54 1.10 1.73 0.331
H 0.17269 4.50260 -1.82088 -1.13 -1.50 0.08 0.391
H -2.68287 3.10225 -1.53298 1.33 0.69 -1.14 0.207
H -2.20126 3.34066 -3.31015 0.50 1.08 1.90 0.278
H -1.40549 5.10948 1.13555 -0.54 1.33 -1.12 0.034
H -0.61165 6.05559 -0.27877 -1.69 -0.33 0.97 0.173
H -1.89957 6.91940 0.73805 0.27 -1.88 -0.53 0.419
C 0.03983 -8.16521 1.12862 0.36 -0.38 0.42 -0.309
C 1.27731 -8.25484 0.24689 0.09 0.73 0.14 -0.091
O 0.89483 -9.08823 -0.84676 -0.95 -0.24 0.08 -0.324
S -0.68473 -8.86414 -1.15520 0.03 -0.10 -0.08 1.088
O -0.80306 -7.92568 -2.23487 -0.14 -0.83 0.82 -0.514
O -1.33123 -10.14288 -1.16082 0.54 1.12 -0.26 -0.534
O -1.06376 -8.09686 0.22597 0.34 -0.08 -0.81 -0.318
H -0.07524 -9.06504 1.74008 0.04 0.06 -0.01 0.303
H 0.05746 -7.28692 1.77621 -0.19 0.00 -0.24 0.280
H 2.13337 -8.67892 0.77309 -0.14 -0.16 -0.22 0.312
H 1.54744 -7.27343 -0.15469 0.04 -0.03 0.14 0.102
C -6.18268 2.99048 1.09091 -0.48 0.28 -0.75 -0.318
C -7.12090 1.79314 1.05366 -0.43 0.46 0.62 -0.345
O -6.28149 0.67469 0.75915 1.25 0.15 0.01 -0.333
S -4.81322 0.92887 1.41110 -0.72 0.45 -0.02 1.113
O -4.75568 0.24273 2.67104 0.42 0.40 -1.04 -0.613
O -3.82501 0.75880 0.38425 -0.49 -0.17 0.91 -0.457
O -4.98387 2.51503 1.70635 0.16 -1.16 0.18 -0.272
H -5.93515 3.32944 0.08101 -0.03 0.04 0.11 0.234
H -6.59887 3.82278 1.66048 0.25 -0.16 0.08 0.354
H -7.90112 1.89904 0.29918 0.24 -0.23 -0.04 0.321
H -7.58200 1.62161 2.03097 -0.02 0.04 -0.09 0.290
C 5.81678 7.43837 3.33871 0.03 0.06 0.78 -0.393
C 5.65931 5.94179 3.56578 0.79 0.03 -0.11 -0.296
O 4.35582 5.62744 3.07351 -0.52 0.62 -0.56 -0.282
S 4.00803 6.61399 1.83010 0.25 0.70 0.55 1.118
O 4.29584 5.91447 0.60716 -0.48 0.78 0.76 -0.517
O 2.74576 7.24060 2.08772 0.88 -0.89 -0.54 -0.564
O 5.18787 7.69861 2.08254 -0.60 -1.01 -0.46 -0.314
H 5.29170 8.01200 4.10777 0.07 -0.06 -0.03 0.311
H 6.86405 7.74329 3.31116 -0.18 0.00 -0.25 0.315
H 5.75037 5.66843 4.61757 -0.28 -0.01 -0.14 0.321
H 6.38815 5.37477 2.97857 0.02 0.07 0.09 0.266
C -7.45123 -3.74454 1.48735 0.45 -0.41 -0.31 -0.335
C -7.04820 -2.71876 0.43766 0.34 0.32 0.55 -0.021
O -8.18300 -2.59695 -0.41862 -0.70 -0.51 0.33 -0.312
S -9.53255 -2.83154 0.45569 -0.05 -0.05 -0.06 1.107
O -10.06065 -1.54736 0.81980 0.20 -1.11 -0.27 -0.535
O -10.31850 -3.84280 -0.18670 0.51 1.08 0.46 -0.525
O -8.82551 -3.47860 1.76762 -0.26 0.68 -0.58 -0.324
H -7.37419 -4.76256 1.09444 0.04 0.06 0.02 0.298
H -6.85356 -3.66108 2.39658 -0.28 0.08 -0.01 0.320
H -6.16930 -3.02765 -0.12964 -0.27 -0.01 -0.14 0.365
H -6.86200 -1.74122 0.89196 0.06 -0.12 0.01 -0.012
C 1.38211 -2.62297 -5.89690 0.01 -0.14 -0.77 -0.344
C 1.46900 -1.16181 -6.31476 0.69 -0.08 0.18 -0.284
O 0.22368 -0.58788 -5.91768 -0.54 -0.64 0.60 -0.330
S -0.30138 -1.33771 -4.57589 -0.13 -0.14 -0.49 1.000
O 0.07129 -0.53929 -3.44076 -0.46 -0.54 -0.67 -0.354
O -1.64115 -1.78976 -4.80405 1.09 0.66 0.48 -0.582
O 0.69603 -2.61796 -4.64395 -0.27 0.94 0.30 -0.263
H 0.78727 -3.20251 -6.60861 0.08 0.04 0.03 0.262
H 2.36694 -3.08085 -5.79045 -0.17 0.05 0.22 0.342
H 1.62248 -1.04439 -7.38805 -0.28 0.07 0.13 0.335
H 2.26740 -0.64357 -5.77465 0.02 -0.06 -0.08 0.204
```
Positions in Å, forces in eV/Å.

***

no.,HOMO-LUMO gap (eV)
1,6.410
2,8.103